# 1
The following is a quantum chemistry calculation of an isolated ion of composition C3H5N2 and charge +1 in a non-equilibrium geometry, from OMol25.

```
10
C3H5N2 | OMol25 | ωB97M-V/def2-TZVPD
C -1.6546 1.1175 -0.0467
C -1.0667 0.0591 -0.2208
C -0.0605 -0.8608 0.2506
N 1.7347 0.7117 -0.0736
N 1.2911 -0.4787 -0.3642
H 1.0979 1.1636 0.7096
H -2.4506 1.8906 -0.2377
H -0.0445 -0.9926 1.3580
H -0.3887 -1.7750 -0.0531
H 1.5419 -0.8353 -1.3220
```

Computed properties:
Total charge: +1
M (g mol⁻¹): 69.1
ΔE to the lowest compared entry with this formula, charge and spin (eV): 3.425
Frontier orbital gap (spin up / spin down) (eV): 11.39 / 5.65
Electronic energy (hartree): -226.27263
HOMO energy (spin up / spin down) (Ha): -0.5598 / -0.5720
Multiplicity: 3

# 2
The following is a quantum chemistry calculation of a 9-piece molecular cluster, C27H74N2O11 overall in a non-equilibrium geometry, from OMol25.

```
114
C27H74N2O11 | OMol25 | ωB97M-V/def2-TZVPD
C -15.3070 -10.7078 -6.5445
O -13.9211 -10.5738 -6.2241
C -13.5033 -9.2886 -5.7815
C -11.9631 -9.3148 -5.6738
N -11.4649 -10.0962 -4.5105
C -10.0445 -10.4284 -4.6144
C -9.5013 -11.2324 -3.3855
O -10.1072 -12.5064 -3.2709
C -9.9842 -13.2780 -2.0645
H -15.9515 -10.2442 -5.7976
H -15.4854 -11.7830 -6.5567
H -15.5242 -10.3229 -7.5408
H -14.0089 -8.9653 -4.8716
H -13.7389 -8.5496 -6.5474
H -11.6287 -8.3119 -5.4085
H -11.4861 -9.5580 -6.6233
H -12.0696 -10.9018 -4.4372
H -9.4314 -9.5273 -4.6303
H -9.7998 -10.9870 -5.5179
H -9.8121 -10.7562 -2.4556
H -8.4204 -11.3274 -3.4891
H -8.9195 -13.2091 -1.8413
H -10.4133 -14.2747 -2.1671
H -10.4825 -12.7675 -1.2404
C -20.9334 -16.5671 -8.6121
O -19.9486 -16.3592 -7.6196
C -19.2320 -15.1528 -7.9561
C -18.1413 -14.8621 -6.8742
N -17.0184 -15.8059 -7.0333
C -16.0846 -15.6750 -5.9533
C -15.0085 -16.7198 -6.2145
O -15.4689 -18.0750 -6.4983
C -14.4271 -18.8930 -7.0177
H -20.4567 -16.6592 -9.5879
H -21.6584 -15.7531 -8.6162
H -21.5022 -17.4806 -8.4386
H -19.8852 -14.2802 -7.9556
H -18.7264 -15.2669 -8.9150
H -18.5789 -15.0882 -5.9018
H -17.7974 -13.8292 -6.9276
H -17.2582 -16.7859 -7.0803
H -16.4587 -15.7915 -4.9362
H -15.5918 -14.7085 -6.0588
H -14.4449 -16.7461 -5.2818
H -14.4162 -16.3347 -7.0446
H -14.7371 -19.9380 -7.0134
H -13.4774 -18.7404 -6.5049
H -14.3124 -18.6610 -8.0765
C -17.6080 -18.6300 -9.4547
C -16.9821 -18.6039 -10.8743
C -18.0606 -18.3921 -11.9017
O -15.9136 -17.6466 -10.8308
H -18.0257 -19.6358 -9.4988
H -18.4015 -17.8872 -9.3725
H -16.8845 -18.5936 -8.6402
H -16.5007 -19.5704 -11.0237
H -18.4766 -17.3857 -11.8543
H -18.8568 -19.1308 -11.8098
H -17.6944 -18.5368 -12.9181
H -16.3079 -16.8116 -10.5685
C -10.1081 -16.1304 -11.3559
C -11.3784 -15.8044 -10.5860
C -11.4781 -16.6132 -9.2596
O -11.5059 -14.4421 -10.2702
H -9.1873 -15.7554 -10.9092
H -10.1845 -15.7033 -12.3559
H -9.9724 -17.2056 -11.4722
H -12.2160 -15.9352 -11.2711
H -12.3995 -16.4577 -8.6983
H -10.6662 -16.3583 -8.5785
H -11.5097 -17.6897 -9.4279
H -11.3941 -14.4105 -9.3172
C -14.6085 -14.6292 -13.6961
C -14.1925 -16.0298 -14.1344
C -15.4138 -16.7140 -14.7336
O -13.2851 -15.7657 -15.1718
H -15.4204 -14.5296 -12.9756
H -14.8282 -13.9718 -14.5373
H -13.7476 -14.1175 -13.2659
H -13.6969 -16.5762 -13.3319
H -15.9721 -16.2238 -15.5312
H -16.1710 -16.9431 -13.9839
H -15.0522 -17.6471 -15.1657
H -13.7196 -15.2096 -15.8226
C -14.6925 -10.7101 -10.4396
C -14.7633 -11.0506 -11.8948
C -16.1866 -11.0617 -12.4208
O -14.1982 -9.9070 -12.5629
H -15.4186 -9.9175 -10.2590
H -13.6989 -10.4348 -10.0862
H -15.0874 -11.5290 -9.8383
H -14.2191 -11.9585 -12.1546
H -16.7602 -11.8996 -12.0248
H -16.2223 -11.2342 -13.4965
H -16.7012 -10.1589 -12.0919
H -13.2545 -10.0824 -12.5508
C -18.5987 -12.0155 -9.5768
O -18.9112 -11.5561 -8.2548
H -19.2300 -11.3447 -10.1595
H -17.5378 -11.9208 -9.8085
H -18.9274 -13.0313 -9.7966
H -18.7560 -10.6088 -8.2461
C -12.2595 -12.9350 -7.4502
O -11.4005 -14.0364 -7.5407
H -12.0288 -12.2436 -8.2606
H -13.3096 -13.1727 -7.6205
H -12.1425 -12.4382 -6.4871
H -10.6785 -13.8872 -6.9259
C -15.1634 -14.2608 -9.5303
O -16.2307 -15.1912 -9.6877
H -14.2510 -14.8164 -9.3138
H -15.0446 -13.7288 -10.4743
H -15.3902 -13.5330 -8.7512
H -16.5138 -15.3905 -8.7923
```

Computed properties:
Structure (SMILES): COCCNCCOC.COCCNCCOC.CC(C)O.CC(C)O.CC(C)O.CC(C)O.CO.CO.CO
Total charge: 0
M (g mol⁻¹): 602.9
ΔE to the lowest compared entry with this formula, charge and spin (eV): 1.277
Frontier orbital gap (eV): 9.59
Electronic energy (hartree): -2010.05509
HOMO energy (Ha): -0.3343

# 3
The following is a quantum chemistry calculation of C13H10BCl2F5N4PdS as an isolated structure, from OMol25.

```
37
C13H10BCl2F5N4PdS | OMol25 | ωB97M-V/def2-TZVPD
Pd -0.0432 -0.9142 -0.5758
B -1.2181 0.9533 2.2184
N -2.1503 0.3192 1.1285
C -3.4789 0.4606 1.1649
C -4.0433 -0.1913 0.0774
C -2.9696 -0.7363 -0.5962
N -1.8341 -0.4221 0.0594
N 0.2325 0.3994 2.0853
C 1.1707 0.6689 2.9931
C 2.3821 0.1312 2.5869
C 2.1026 -0.4885 1.3897
N 0.7943 -0.3305 1.1004
H -1.2030 2.1501 2.0617
H -1.6504 0.6647 3.2960
H -3.9396 0.9915 1.9820
H -5.0860 -0.2853 -0.1691
H -2.9689 -1.3441 -1.4841
H 0.9140 1.2204 3.8831
H 3.3251 0.1626 3.1031
H 2.7724 -1.0326 0.7474
Cl 1.8800 -2.1825 -1.3522
C 0.9729 -2.7051 -2.8183
Cl -0.6867 -2.0243 -2.6903
H 0.9293 -3.7878 -2.8442
H 1.4442 -2.2597 -3.6862
F -2.5642 5.8854 0.7639
C -1.9145 4.8848 0.2847
C -0.5972 4.6665 0.7206
F -0.0754 5.4746 1.6106
C 0.0829 3.5942 0.2245
F 1.2981 3.3541 0.6134
C -0.5194 2.7116 -0.7656
S 0.3511 1.5193 -1.4500
C -1.8895 2.9914 -1.1671
F -2.4487 2.2130 -2.0511
C -2.5683 4.0488 -0.6505
F -3.8016 4.3307 -0.9963
```

Computed properties:
Total charge: +2
M (g mol⁻¹): 537.4
ΔE to the lowest compared entry with this formula, charge and spin (eV): 0.072
Frontier orbital gap (eV): 5.12
Electronic energy (hartree): -2690.34072
HOMO energy (Ha): -0.5630